[1]
Molecular formula: C36H35GeIN4O5Se2Ti
Method: DFT, ωB97M-V with the def2-TZVPD basis set

Calculated values
Lowest unoccupied orbital energy (spin up / spin down)   0.1468 / 0.1468 hartree
Relative energy (zero: lowest compared OMol25 entry of this formula, charge and spin)   339.3 kJ/mol
E_HOMO (spin up / spin down)   -0.42 / -0.41 eV
Orbital gap (spin up / spin down)   4.416 / 4.401 eV
Total charge   -2
Calculated total energy   -272526.875 eV
Spin multiplicity   1

Each line ends with the Löwdin charge.
Cartesian coordinates (Å):
1 Ti -2.33 -0.58 -1.36  0.85
2 N -5.57 -1.99 -2.04  -0.01
3 C -5.83 -1.54 -0.68  -0.21
4 C -4.70 -1.89 0.28  -0.53
5 O -5.05 -2.25 1.42  -0.03
6 N -3.43 -1.82 -0.14  -0.07
7 C -2.51 -2.27 0.90  -0.14
8 C -1.08 -2.33 0.40  -0.62
9 O -0.21 -2.85 1.09  0.03
10 O -0.88 -1.75 -0.75  -0.23
11 H -6.38 -1.88 -2.64  0.06
12 H -5.26 -2.95 -2.06  0.05
13 H -6.72 -1.96 -0.22  0.10
14 H -5.95 -0.45 -0.69  0.10
15 H -2.80 -3.26 1.27  0.12
16 H -2.54 -1.61 1.78  0.13
17 Se 0.56 -1.64 -3.60  0.62
18 Se -2.36 -2.43 -3.27  0.53
19 C -1.97 -4.07 -2.34  -0.65
20 C -0.72 -4.69 -2.43  -0.12
21 C -0.51 -5.87 -1.76  -0.09
22 C -1.54 -6.43 -1.01  -0.10
23 C -2.75 -5.77 -1.01  -0.17
24 N -2.98 -4.63 -1.66  0.04
25 C 0.39 0.10 -2.89  -0.68
26 C 1.50 0.95 -3.07  -0.15
27 C 1.46 2.26 -2.67  -0.10
28 C 0.27 2.74 -2.12  -0.09
29 C -0.77 1.87 -1.95  -0.15
30 N -0.75 0.55 -2.29  -0.06
31 H 0.06 -4.22 -3.01  0.03
32 H 0.46 -6.36 -1.80  0.10
33 H -1.40 -7.34 -0.45  0.08
34 H -3.60 -6.17 -0.45  0.09
35 H 2.38 0.54 -3.54  0.08
36 H 2.32 2.91 -2.81  0.11
37 H 0.15 3.77 -1.81  0.10
38 H -1.69 2.23 -1.53  0.10
39 I -3.99 0.07 -4.73  0.56
40 C -3.68 0.61 -2.64  -0.73
41 H -4.71 0.67 -2.27  -0.06
42 H -3.35 1.64 -2.76  -0.06
43 O -3.16 2.66 0.90  0.06
44 C -2.40 1.71 0.81  -0.59
45 O -2.53 0.72 -0.02  -0.17
46 C -1.13 1.68 1.66  -0.13
47 C -0.03 0.77 1.10  -0.23
48 Ge 1.81 1.29 1.44  1.04
49 C 2.48 0.73 3.19  -0.25
50 C 1.73 0.93 4.34  -0.11
51 C 2.22 0.55 5.59  -0.10
52 C 3.47 -0.04 5.69  -0.11
53 C 4.22 -0.26 4.55  -0.10
54 C 3.73 0.12 3.31  -0.09
55 C 1.99 3.25 1.37  -0.25
56 C 2.10 3.88 0.13  -0.11
57 C 2.16 5.27 0.04  -0.09
58 C 2.13 6.05 1.19  -0.11
59 C 2.03 5.43 2.43  -0.10
60 C 1.96 4.04 2.51  -0.10
61 C 2.93 0.57 0.01  -0.27
62 C 2.46 -0.48 -0.77  -0.10
63 C 3.22 -0.97 -1.83  -0.15
64 C 4.46 -0.41 -2.10  -0.10
65 C 4.95 0.63 -1.32  -0.11
66 C 4.18 1.13 -0.27  -0.13
67 H -1.44 1.36 2.66  0.12
68 H -0.81 2.72 1.75  0.10
69 H -0.10 0.74 0.01  0.04
70 H -0.15 -0.26 1.44  0.07
71 H 0.74 1.37 4.27  0.10
72 H 1.62 0.71 6.48  0.09
73 H 3.85 -0.34 6.66  0.09
74 H 5.19 -0.74 4.63  0.09
75 H 4.32 -0.07 2.42  0.09
76 H 2.13 3.28 -0.78  0.05
77 H 2.24 5.74 -0.94  0.10
78 H 2.17 7.13 1.12  0.09
79 H 2.00 6.03 3.33  0.09
80 H 1.89 3.58 3.49  0.09
81 H 1.49 -0.93 -0.58  0.09
82 H 2.82 -1.76 -2.45  0.02
83 H 5.05 -0.79 -2.93  0.10
84 H 5.92 1.07 -1.54  0.09
85 H 4.55 1.96 0.32  0.10

=====

[2]
Molecular formula: C36H35HgN4O3S3Sb
Method: DFT, ωB97M-V with the def2-TZVPD basis set

Calculated values
Lowest unoccupied orbital energy (spin up / spin down)   0.0891 / 0.0632 hartree
Relative energy (zero: lowest compared OMol25 entry of this formula, charge and spin)   0.3 kJ/mol
E_HOMO (spin up / spin down)   -4.37 / -4.70 eV
Orbital gap (spin up / spin down)   6.798 / 6.422 eV
Total charge   -1
Calculated total energy   -93222.035 eV
Spin multiplicity   2

Each line ends with the Löwdin charge.
Cartesian coordinates (Å):
1 Hg 0.46 1.31 0.63  0.73
2 C 2.31 -3.04 0.00  -0.01
3 C 1.83 -1.63 -0.22  -0.27
4 N 1.30 -0.94 0.74  -0.02
5 N 1.21 -1.59 1.95  -0.08
6 C 0.54 -0.99 2.86  -1.13
7 S -0.33 0.52 2.83  0.50
8 S 0.40 -1.77 4.44  0.87
9 C 1.31 -3.32 4.18  -0.43
10 C 0.48 -4.48 3.69  -0.28
11 C 0.50 -5.70 4.36  -0.06
12 C -0.24 -6.78 3.91  -0.10
13 C -1.01 -6.66 2.76  -0.11
14 C -1.04 -5.45 2.08  -0.08
15 C -0.31 -4.37 2.54  -0.06
16 C 1.97 -1.02 -1.55  -0.13
17 C 3.11 -1.34 -2.30  -0.08
18 C 3.34 -0.80 -3.55  -0.13
19 C 2.39 0.07 -4.08  -0.11
20 C 1.25 0.39 -3.38  -0.03
21 C 0.99 -0.14 -2.09  -0.41
22 O -0.11 0.17 -1.46  -0.24
23 H 1.65 -3.57 0.67  0.06
24 H 3.30 -3.02 0.47  0.08
25 H 2.39 -3.56 -0.95  0.08
26 H 1.76 -3.57 5.14  0.07
27 H 2.10 -3.09 3.47  0.07
28 H 1.10 -5.79 5.26  0.10
29 H -0.21 -7.72 4.45  0.10
30 H -1.58 -7.51 2.40  0.09
31 H -1.64 -5.35 1.19  0.10
32 H -0.34 -3.42 2.01  0.09
33 H 3.84 -2.03 -1.88  0.10
34 H 4.23 -1.06 -4.10  0.08
35 H 2.55 0.52 -5.06  0.09
36 H 0.51 1.07 -3.78  0.11
37 C -3.68 -1.42 2.39  -0.07
38 O -3.14 -1.13 1.10  -0.06
39 C -3.27 0.18 0.75  -0.63
40 O -3.84 1.00 1.43  0.07
41 N -2.79 0.37 -0.51  0.00
42 N -2.49 1.70 -0.90  0.03
43 H -3.51 -2.48 2.54  0.08
44 H -4.75 -1.21 2.41  0.09
45 H -3.18 -0.84 3.16  0.07
46 H -2.11 -0.31 -0.84  0.11
47 H -3.23 2.02 -1.51  0.08
48 H -1.63 1.65 -1.44  0.03
49 S 0.98 3.35 -0.55  0.00
50 Sb 3.07 3.89 0.42  1.21
51 C 2.49 4.58 2.36  -0.40
52 C 3.43 5.25 3.15  -0.13
53 C 3.09 5.69 4.42  -0.10
54 C 1.82 5.47 4.92  -0.10
55 C 0.88 4.81 4.14  -0.08
56 C 1.21 4.38 2.86  -0.15
57 C 3.06 6.00 -0.40  -0.37
58 C 2.00 6.85 -0.10  -0.14
59 C 1.98 8.14 -0.61  -0.10
60 C 3.03 8.59 -1.41  -0.11
61 C 4.09 7.75 -1.70  -0.11
62 C 4.10 6.45 -1.20  -0.16
63 C 3.67 1.85 1.20  -0.38
64 C 3.43 1.45 2.51  -0.14
65 C 3.85 0.20 2.95  -0.10
66 C 4.52 -0.65 2.09  -0.11
67 C 4.76 -0.26 0.78  -0.11
68 C 4.34 0.99 0.33  -0.16
69 H 4.43 5.43 2.77  0.10
70 H 3.83 6.20 5.03  0.09
71 H 1.56 5.80 5.92  0.09
72 H -0.12 4.63 4.52  0.10
73 H 0.46 3.88 2.26  0.05
74 H 1.18 6.50 0.52  0.09
75 H 1.15 8.80 -0.38  0.10
76 H 3.01 9.60 -1.80  0.09
77 H 4.90 8.10 -2.33  0.09
78 H 4.93 5.79 -1.44  0.08
79 H 2.90 2.11 3.19  0.09
80 H 3.63 -0.11 3.96  0.10
81 H 4.84 -1.62 2.43  0.10
82 H 5.27 -0.93 0.09  0.10
83 H 4.51 1.28 -0.70  0.09

=====

[3]
Molecular formula: C36H36AsBrN11OSTi
Method: DFT, ωB97M-V with the def2-TZVPD basis set

Calculated values
Lowest unoccupied orbital energy (spin up / spin down)   0.0831 / 0.0826 hartree
Relative energy (zero: lowest compared OMol25 entry of this formula, charge and spin)   91.3 kJ/mol
E_HOMO (spin up / spin down)   -2.69 / -3.14 eV
Orbital gap (spin up / spin down)   4.956 / 5.385 eV
Total charge   -1
Calculated total energy   -221181.945 eV
Spin multiplicity   3

Each line ends with the Löwdin charge.
Cartesian coordinates (Å):
1 Ti 5.78 12.09 15.44  0.58
2 C 3.54 11.52 12.69  -0.21
3 C 5.01 11.59 12.44  -0.25
4 N 5.79 10.98 13.51  -0.12
5 C 5.53 9.46 13.56  -0.23
6 C 6.06 8.73 12.39  -0.44
7 S 5.32 8.97 10.70  0.86
8 C 3.63 8.40 11.14  -0.44
9 C 2.55 9.48 11.47  -0.24
10 N 2.79 10.25 12.67  -0.11
11 H 3.20 11.97 13.58  0.07
12 H 3.10 12.14 11.85  0.12
13 H 5.24 11.14 11.50  0.03
14 H 5.24 12.67 12.45  0.11
15 H 6.75 11.05 13.19  0.06
16 H 5.90 9.09 14.52  0.12
17 H 4.45 9.22 13.65  0.11
18 H 7.08 9.09 12.20  0.05
19 H 5.98 7.71 12.61  0.06
20 H 3.37 7.88 10.25  0.04
21 H 3.79 7.64 11.85  0.05
22 H 2.56 10.26 10.75  0.09
23 H 1.54 9.00 11.62  0.13
24 H 2.18 10.03 13.43  0.11
25 N 9.96 10.59 15.71  0.15
26 C 10.03 10.76 14.33  -0.52
27 N 11.18 10.89 13.73  -0.01
28 N 10.89 10.74 12.39  -0.12
29 N 9.58 10.50 12.24  -0.13
30 N 8.98 10.55 13.46  -0.01
31 C 8.84 10.88 16.44  -0.27
32 N 7.60 11.01 16.01  0.00
33 N 6.87 11.47 17.09  -0.17
34 N 7.59 11.36 18.22  -0.03
35 N 8.86 11.11 17.82  0.08
36 H 10.88 10.59 16.19  0.14
37 Br 3.61 11.49 16.64  -0.10
38 C 7.62 12.03 19.48  -0.11
39 C 6.68 12.80 20.14  -0.03
40 C 7.20 13.63 21.21  -0.09
41 C 8.48 13.45 21.62  -0.09
42 C 9.43 12.75 20.88  -0.20
43 C 10.84 12.86 20.96  -0.05
44 C 11.66 12.37 19.95  -0.11
45 C 11.20 11.64 18.85  -0.06
46 C 9.79 11.42 18.86  -0.08
47 C 8.97 11.97 19.85  -0.09
48 H 5.63 12.78 19.87  0.10
49 H 6.53 14.37 21.56  0.09
50 H 8.89 13.99 22.50  0.11
51 H 11.28 13.35 21.82  0.10
52 H 12.73 12.39 20.12  0.09
53 H 11.79 10.92 18.25  0.10
54 O 5.58 13.79 14.87  -0.64
55 As 6.01 15.47 14.14  1.31
56 C 4.30 16.27 13.79  -0.35
57 C 3.67 17.17 14.63  -0.11
58 C 2.42 17.69 14.33  -0.09
59 C 1.55 17.01 13.43  -0.07
60 C 2.16 15.99 12.66  -0.09
61 C 3.52 15.74 12.77  -0.13
62 C 7.05 15.37 12.50  -0.30
63 C 7.01 16.63 11.85  -0.13
64 C 7.86 16.90 10.77  -0.08
65 C 8.65 15.87 10.33  -0.12
66 C 8.68 14.65 10.93  -0.07
67 C 7.95 14.39 12.10  -0.06
68 C 6.99 16.64 15.34  -0.30
69 C 7.74 17.81 14.94  -0.08
70 C 7.82 18.94 15.77  -0.09
71 C 7.43 18.83 17.13  -0.10
72 C 6.90 17.62 17.54  -0.12
73 C 6.71 16.52 16.70  -0.12
74 H 4.31 17.53 15.51  0.12
75 H 2.10 18.56 14.88  0.09
76 H 0.50 17.17 13.29  0.08
77 H 1.63 15.50 11.90  0.08
78 H 3.98 15.16 11.98  0.10
79 H 6.45 17.44 12.25  0.08
80 H 7.83 17.87 10.29  0.10
81 H 9.28 16.04 9.47  0.11
82 H 9.28 13.82 10.54  0.12
83 H 8.09 13.50 12.70  0.10
84 H 8.09 17.97 13.96  0.07
85 H 8.32 19.90 15.41  0.12
86 H 7.49 19.69 17.84  0.11
87 H 6.64 17.48 18.60  0.11
88 H 6.40 15.60 17.23  0.12

=====

[4]
Molecular formula: C36H36Cl2HgOP3S2
Method: DFT, ωB97M-V with the def2-TZVPD basis set

Calculated values
Lowest unoccupied orbital energy (spin up / spin down)   0.1612 / 0.1612 hartree
Relative energy (zero: lowest compared OMol25 entry of this formula, charge and spin)   0.0 kJ/mol
E_HOMO (spin up / spin down)   -1.72 / -1.71 eV
Orbital gap (spin up / spin down)   6.100 / 6.099 eV
Total charge   -2
Calculated total energy   -118722.614 eV
Spin multiplicity   2

Each line ends with the Löwdin charge.
Cartesian coordinates (Å):
1 Hg 0.05 0.08 1.09  0.84
2 S 3.56 0.67 0.04  0.21
3 P 2.23 2.11 -0.27  0.32
4 C 0.79 2.07 0.65  -0.73
5 P -0.53 3.15 0.62  0.29
6 S -2.35 2.39 0.78  0.14
7 C -0.48 4.27 -0.84  -0.33
8 C 0.29 5.43 -0.88  -0.10
9 C 0.33 6.21 -2.03  -0.10
10 C -0.40 5.84 -3.15  -0.12
11 C -1.16 4.68 -3.12  -0.10
12 C -1.21 3.91 -1.97  -0.10
13 C -0.44 4.34 2.03  -0.36
14 C 0.21 3.95 3.20  -0.11
15 C 0.22 4.77 4.32  -0.10
16 C -0.41 6.01 4.28  -0.12
17 C -1.07 6.40 3.12  -0.10
18 C -1.09 5.57 2.01  -0.10
19 C 3.21 3.65 -0.02  -0.34
20 C 4.31 3.94 -0.83  -0.12
21 C 5.09 5.06 -0.59  -0.10
22 C 4.80 5.90 0.48  -0.12
23 C 3.73 5.60 1.31  -0.09
24 C 2.94 4.48 1.06  -0.09
25 C 1.84 2.14 -2.07  -0.31
26 C 1.20 1.00 -2.56  -0.12
27 C 0.80 0.91 -3.88  -0.09
28 C 1.04 1.97 -4.75  -0.11
29 C 1.67 3.12 -4.28  -0.12
30 C 2.05 3.20 -2.94  -0.11
31 H 0.87 5.73 -0.02  0.09
32 H 0.94 7.11 -2.05  0.09
33 H -0.36 6.44 -4.05  0.09
34 H -1.72 4.37 -3.99  0.10
35 H -1.81 3.00 -1.93  0.08
36 H 0.72 2.99 3.20  0.10
37 H 0.73 4.45 5.22  0.09
38 H -0.40 6.65 5.15  0.09
39 H -1.58 7.36 3.09  0.09
40 H -1.63 5.88 1.12  0.10
41 H 4.56 3.26 -1.64  0.10
42 H 5.94 5.27 -1.24  0.09
43 H 5.41 6.77 0.66  0.09
44 H 3.50 6.24 2.16  0.10
45 H 2.12 4.25 1.71  0.07
46 H 0.98 0.17 -1.89  0.02
47 H 0.28 0.02 -4.22  0.09
48 H 0.73 1.91 -5.79  0.09
49 H 1.83 3.96 -4.94  0.09
50 H 2.50 4.12 -2.59  0.09
51 C -2.21 -1.66 2.43  -0.13
52 C -0.71 -1.49 2.38  -0.58
53 O 0.00 -2.24 3.03  -0.11
54 H -2.51 -2.42 3.15  0.06
55 H -2.53 -1.93 1.41  0.02
56 H -2.67 -0.69 2.64  0.06
57 Cl -1.33 -1.06 -1.25  -0.22
58 C -4.16 -2.59 -1.19  -0.59
59 Cl -4.54 -3.82 -0.09  0.48
60 H -3.70 -2.89 -2.12  -0.03
61 H -4.27 -1.57 -0.87  -0.03
62 C 0.65 -3.73 0.20  -0.29
63 P 1.72 -2.23 0.17  0.82
64 C 3.04 -2.75 1.33  -0.31
65 C 2.52 -2.46 -1.46  -0.39
66 C 1.70 -2.48 -2.60  -0.13
67 C 2.26 -2.60 -3.86  -0.10
68 C 3.64 -2.70 -4.02  -0.12
69 C 4.45 -2.67 -2.89  -0.11
70 C 3.90 -2.55 -1.63  -0.12
71 H -0.20 -3.54 -0.46  -0.01
72 H 0.27 -3.85 1.22  0.02
73 H 1.19 -4.63 -0.10  0.04
74 H 3.52 -3.69 1.04  0.03
75 H 2.56 -2.85 2.31  0.03
76 H 3.79 -1.95 1.40  0.00
77 H 0.63 -2.36 -2.48  0.03
78 H 1.61 -2.60 -4.73  0.09
79 H 4.07 -2.78 -5.01  0.08
80 H 5.53 -2.72 -3.00  0.09
81 H 4.55 -2.49 -0.77  0.08

=====

[5]
Molecular formula: C36H36F2N4O2V
Method: DFT, ωB97M-V with the def2-TZVPD basis set

Calculated values
Lowest unoccupied orbital energy (spin up / spin down)   -0.4365 / -0.4652 hartree
E_HOMO (spin up / spin down)   -16.11 / -16.11 eV
Orbital gap (spin up / spin down)   4.235 / 3.447 eV
Total charge   +3
Calculated total energy   -79065.164 eV
Spin multiplicity   1

Each line ends with the Löwdin charge.
Cartesian coordinates (Å):
1 V -0.60 0.10 1.45  1.18
2 C 2.51 1.76 0.53  -0.03
3 C 2.74 1.54 1.99  -0.21
4 C 3.61 2.39 2.65  0.00
5 C 3.96 2.13 3.97  0.00
6 C 3.40 1.05 4.65  0.00
7 C 2.44 0.23 4.07  -0.21
8 C 1.96 -0.94 4.91  -0.01
9 C 2.17 0.47 2.72  -0.17
10 N 1.19 -0.43 2.06  0.05
11 C 1.42 -1.73 1.90  -0.16
12 C 2.73 -2.34 2.00  0.05
13 C 0.17 -2.56 1.61  -0.18
14 C 0.16 -4.02 1.63  0.04
15 N -0.88 -1.83 1.42  0.03
16 C -2.21 -2.26 0.98  -0.12
17 C -2.28 -3.02 -0.28  -0.16
18 C -1.08 -3.29 -1.15  -0.02
19 C -3.52 -3.58 -0.60  -0.01
20 C -4.60 -3.39 0.19  0.00
21 C -4.52 -2.63 1.35  0.01
22 C -3.33 -2.03 1.78  -0.18
23 C -3.33 -1.32 3.15  0.00
24 H 3.31 2.40 0.11  0.11
25 H 1.57 2.30 0.29  0.08
26 H 2.58 0.82 -0.03  0.08
27 H 4.12 3.13 2.06  0.13
28 H 4.74 2.70 4.49  0.14
29 H 3.72 0.91 5.68  0.13
30 H 1.88 -0.63 5.94  0.10
31 H 2.71 -1.76 4.88  0.11
32 H 0.99 -1.32 4.63  0.06
33 H 3.52 -1.69 2.31  0.11
34 H 2.94 -2.80 1.03  0.14
35 H 2.66 -3.20 2.68  0.13
36 H 0.67 -4.29 2.57  0.13
37 H 0.79 -4.48 0.85  0.13
38 H -0.84 -4.44 1.62  0.12
39 H -0.22 -2.62 -0.96  0.07
40 H -1.32 -3.15 -2.20  0.10
41 H -0.72 -4.30 -1.03  0.09
42 H -3.48 -4.18 -1.52  0.15
43 H -5.53 -3.89 -0.07  0.14
44 H -5.37 -2.46 2.01  0.13
45 H -4.18 -1.64 3.71  0.09
46 H -3.49 -0.24 3.06  0.09
47 H -2.43 -1.62 3.73  0.10
48 F -0.25 2.19 2.40  0.15
49 C -1.29 1.53 2.86  -0.31
50 F -1.18 1.08 4.06  0.18
51 H -2.26 2.02 2.68  0.18
52 O -2.16 1.26 0.47  0.03
53 C -1.45 1.16 -0.56  -0.48
54 N -1.60 1.57 -1.79  0.22
55 C -0.44 1.31 -2.57  -0.23
56 C 0.33 0.27 -1.60  -0.30
57 O 1.21 -0.49 -1.70  0.19
58 N -0.28 0.47 -0.30  0.07
59 C -0.78 0.80 -3.93  -0.19
60 C -1.90 1.35 -4.49  -0.02
61 C -2.25 0.94 -5.76  -0.05
62 C -1.49 0.09 -6.51  -0.04
63 C -0.33 -0.39 -5.93  -0.03
64 C 0.03 -0.04 -4.62  -0.01
65 C 0.44 2.55 -2.56  -0.18
66 C 1.74 2.53 -3.03  -0.01
67 C 2.47 3.71 -3.24  -0.04
68 C 1.92 4.94 -2.95  -0.02
69 C 0.56 4.93 -2.55  -0.04
70 C -0.15 3.78 -2.38  -0.04
71 H -2.43 1.99 -2.16  0.17
72 H -2.56 2.05 -4.03  0.12
73 H -3.17 1.38 -6.17  0.13
74 H -1.70 -0.17 -7.54  0.13
75 H 0.31 -1.03 -6.49  0.12
76 H 0.93 -0.45 -4.15  0.12
77 H 2.19 1.56 -3.28  0.13
78 H 3.49 3.61 -3.61  0.12
79 H 2.41 5.90 -3.02  0.12
80 H 0.06 5.86 -2.34  0.12
81 H -1.17 3.89 -2.04  0.12

=====

Q: Number 3 is which compound?
A: C36H36AsBrN11OSTi